1.
Formula: C27H42BF5NO17
Source: the OMol25 dataset
Level of theory: ωB97M-V/def2-TZVPD

Geometry as XYZ:
```
93
Properties=species:S:1:pos:R:3:forces:R:3:lowdin_charge:R:1
C -4.51223 0.95054 -6.64025 0.35 -0.22 -0.20 -0.125
O -3.30387 1.67136 -6.67923 -0.08 0.45 0.15 -0.186
C -2.69060 1.82548 -5.40558 0.02 -0.94 -0.19 -0.229
C -1.91664 0.56604 -4.95442 0.06 1.01 0.38 -0.149
C -0.52376 0.98719 -4.47951 -0.33 0.28 0.04 -0.209
C 0.41095 1.31102 -5.63163 -0.48 -0.28 -0.38 -0.190
C 1.03039 0.09159 -6.33489 0.30 -0.13 0.51 -0.207
C 1.15042 -1.15443 -5.46099 0.98 -0.08 -0.63 -0.232
C 2.22981 -1.05329 -4.36623 -0.99 -0.66 0.44 -0.229
C 1.76346 -1.66027 -3.01922 0.61 0.82 0.66 -0.192
B 2.11248 -0.69294 -1.70631 0.25 -0.40 -1.09 -0.491
N 0.79805 0.03320 -1.20583 -0.37 0.12 0.82 -0.091
C 0.00080 -0.77669 -0.28503 0.12 -0.48 -0.56 -0.099
C 1.19756 1.21250 -0.61241 0.10 0.14 -1.23 -0.594
C 1.24168 2.39887 -1.53925 0.76 -0.27 -0.46 -0.014
O 1.49487 1.35637 0.54591 -0.16 0.25 1.86 0.036
H -4.37864 -0.05276 -7.04271 0.05 -0.19 -0.14 0.080
H -4.89500 0.82317 -5.63103 -0.12 0.20 0.24 0.083
H -5.23520 1.47384 -7.25394 -0.30 0.09 -0.10 0.076
H -2.02154 2.67066 -5.43804 0.18 0.32 -0.38 0.096
H -3.45513 2.05883 -4.66623 -0.20 0.15 0.14 0.107
H -2.46875 0.16993 -4.11154 -0.04 -0.64 0.10 0.106
H -1.86299 -0.14458 -5.76872 -0.08 -0.29 -0.17 0.113
H -0.67521 1.91144 -3.92636 0.06 0.18 0.32 0.095
H -0.10797 0.29215 -3.75973 0.20 -0.16 0.05 0.090
H -0.17401 1.84408 -6.38122 -0.06 0.27 -0.13 0.101
H 1.15528 2.02441 -5.30596 0.42 -0.01 0.18 0.102
H 0.51240 -0.17843 -7.25177 -0.29 0.17 -0.15 0.095
H 2.04220 0.37054 -6.61798 0.21 0.00 -0.31 0.100
H 0.19746 -1.44853 -5.04926 -0.36 0.04 0.24 0.084
H 1.44174 -1.97168 -6.12215 -0.11 -0.21 -0.16 0.098
H 3.10556 -1.61974 -4.66536 0.30 0.06 -0.32 0.094
H 2.56011 -0.02641 -4.23979 -0.11 0.28 0.10 0.082
H 0.68504 -1.82862 -3.00829 -0.18 -0.08 -0.18 0.067
H 2.23650 -2.62764 -2.86887 0.02 -0.28 -0.08 0.063
H 2.63188 -1.34989 -0.80922 -0.18 0.07 0.30 0.056
H 2.90619 0.18218 -2.04135 0.08 0.03 0.00 0.064
H -0.92993 -1.04476 -0.78625 -0.27 -0.03 0.08 0.067
H 0.50196 -1.71372 -0.04294 0.12 -0.07 0.17 0.066
H -0.20687 -0.25082 0.64037 -0.11 0.11 0.18 0.056
H 1.64043 2.07263 -2.49286 -0.13 -0.09 -0.31 0.060
H 0.24655 2.79369 -1.70356 -0.24 0.12 0.07 0.069
H 1.92367 3.14558 -1.15731 -0.07 0.36 0.26 0.071
C 0.00133 -0.49840 3.83242 0.33 0.42 -0.47 -0.041
C -0.15463 -0.65716 5.31941 -0.28 -0.11 -0.09 -0.308
O -0.49778 -2.02456 5.45000 0.37 0.00 0.04 0.130
C 0.06805 -2.67223 4.38624 0.02 -0.08 -0.35 -0.554
O 0.19719 -3.85205 4.32068 -0.03 -0.05 0.06 0.161
O 0.46044 -1.80000 3.44149 -0.47 -0.08 0.31 0.073
F -1.17514 0.10202 5.81248 -0.07 -0.02 0.12 0.057
H -0.94759 -0.28377 3.33881 -0.08 -0.05 0.14 0.147
H 0.72209 0.26801 3.55923 0.16 -0.19 -0.12 0.138
H 0.74822 -0.45200 5.89204 -0.07 0.15 0.10 0.155
C 2.51321 -5.80202 2.62733 0.06 0.13 0.33 -0.064
C 2.19084 -6.91244 1.65919 -0.31 0.21 -0.16 -0.323
O 2.31941 -6.28052 0.40289 0.37 -0.05 0.23 0.130
C 3.23751 -5.27058 0.55126 0.05 0.22 -0.11 -0.533
O 3.78706 -4.72216 -0.33679 -0.04 -0.09 0.07 0.197
O 3.44673 -5.01744 1.87526 -0.12 -0.20 -0.12 0.055
F 0.91753 -7.35971 1.80627 0.02 -0.07 -0.04 0.071
H 1.63739 -5.19936 2.87273 -0.09 -0.10 -0.09 0.124
H 2.96569 -6.15984 3.54917 0.17 0.09 -0.07 0.134
H 2.87279 -7.76473 1.70290 -0.12 -0.11 0.02 0.168
C 5.01462 -1.95778 5.42859 0.34 0.04 0.08 -0.050
C 3.97475 -2.48789 4.47247 -0.25 -0.24 0.08 -0.287
O 2.92149 -1.54814 4.61734 0.56 0.30 0.01 0.119
C 3.49361 -0.36018 4.97491 -0.03 0.15 0.04 -0.529
O 2.94225 0.68869 4.94089 -0.06 -0.15 0.16 0.186
O 4.77422 -0.54808 5.38271 -0.18 -0.15 -0.12 0.079
F 3.52390 -3.71073 4.85322 0.00 0.06 -0.03 0.076
H 4.85198 -2.31927 6.44557 -0.13 -0.10 -0.06 0.143
H 6.03130 -2.19137 5.12357 0.01 0.22 -0.07 0.141
H 4.29202 -2.52343 3.42894 -0.13 -0.14 -0.02 0.184
C -3.47377 6.97559 -3.69983 0.03 0.36 0.07 -0.063
C -3.72610 5.59557 -3.14416 -0.13 -0.22 -0.29 -0.316
O -2.78219 4.80577 -3.83771 0.18 0.37 0.31 0.119
C -1.72584 5.62089 -4.14635 0.21 -0.10 -0.20 -0.534
O -0.66184 5.24544 -4.49519 -0.14 0.04 -0.03 0.196
O -2.07645 6.92961 -3.99024 -0.14 -0.21 0.07 0.067
F -4.97672 5.15777 -3.43875 0.02 -0.04 0.03 0.070
H -4.03361 7.14844 -4.62039 -0.08 -0.17 0.01 0.143
H -3.69749 7.76861 -2.99017 0.20 0.02 0.01 0.137
H -3.55714 5.50162 -2.07006 -0.13 -0.06 0.02 0.175
C -2.59323 1.15323 9.46948 0.37 0.06 0.07 -0.055
C -3.60358 0.59946 8.49703 -0.21 -0.19 0.14 -0.314
O -4.68941 1.50022 8.63613 0.35 0.23 -0.16 0.131
C -4.16441 2.70498 9.01047 -0.09 0.15 0.11 -0.545
O -4.74470 3.73630 8.97094 0.02 -0.11 0.06 0.181
O -2.88027 2.55459 9.43122 -0.19 -0.16 -0.11 0.070
F -4.01190 -0.64401 8.85102 -0.05 0.03 -0.03 0.075
H -2.75471 0.77606 10.48050 -0.14 -0.09 -0.05 0.143
H -1.56619 0.95587 9.17331 0.00 0.22 -0.07 0.139
H -3.27002 0.58900 7.45849 -0.03 -0.15 -0.01 0.165
```
Positions in Å, forces in eV/Å.

- spin multiplicity = 1
- charge = -1

=====

2.
Formula: C27H42BIrN9OS3Se
Source: the OMol25 dataset
Level of theory: ωB97M-V/def2-TZVPD

Geometry as XYZ:
```
85
Properties=species:S:1:pos:R:3:forces:R:3:mulliken_spin:R:1
Ir 0.74384 -0.24048 -0.66608 -0.19 0.06 0.08 2.383
C -4.34373 -2.30817 -0.94711 -0.01 0.01 -0.01 0.017
C -4.36712 -0.82102 -0.60244 0.01 0.01 0.00 0.003
C -3.82291 0.05986 -1.72418 -0.02 -0.01 0.01 -0.010
C -5.80908 -0.41382 -0.31362 0.00 0.00 0.01 0.001
N -3.52915 -0.57057 0.62709 0.03 -0.05 0.03 0.021
C -4.00667 0.04193 1.76285 0.05 0.01 0.04 0.019
C -2.98170 0.12865 2.63849 -0.08 0.00 -0.02 0.012
N -1.87051 -0.42042 2.04909 -0.01 0.02 -0.05 0.003
B -0.52841 -0.37319 2.82673 0.01 0.00 0.01 0.113
N 0.32742 -1.66149 2.58445 -0.01 -0.02 -0.01 0.032
C -0.09486 -2.83393 3.16606 0.01 -0.04 0.00 0.012
C 0.77632 -3.80501 2.82581 -0.03 0.02 0.01 0.013
N 1.75622 -3.23386 2.03970 -0.01 -0.01 0.04 0.004
C 1.44712 -1.92978 1.89892 0.06 0.04 -0.08 0.023
S 2.29995 -0.72805 0.95869 0.03 0.00 0.06 0.474
C 2.87083 -4.09605 1.48353 -0.02 0.01 0.00 -0.027
C 3.95907 -3.28638 0.79426 0.02 -0.02 -0.01 0.021
C 2.22662 -5.05373 0.48341 0.01 0.00 0.00 -0.002
C 3.49580 -4.84849 2.65912 0.00 0.01 -0.02 0.003
N 0.23257 0.96424 2.63694 -0.03 0.03 -0.03 -0.002
C 1.02946 1.41286 3.66509 0.04 0.01 0.04 0.019
C 1.50603 2.62760 3.32697 0.01 -0.03 0.03 0.004
N 1.00716 2.93585 2.07945 -0.04 -0.02 -0.02 -0.004
C 0.23927 1.90041 1.66484 0.03 0.03 -0.05 0.036
S -0.56828 1.75326 0.13027 0.03 -0.01 0.05 0.206
C 1.24767 4.25423 1.38431 0.00 0.00 0.02 -0.003
C 1.97983 4.00815 0.06854 0.02 0.01 0.02 0.001
C -0.09589 4.94914 1.17693 0.01 0.01 -0.01 0.003
C 2.12332 5.12881 2.27772 -0.01 -0.01 0.00 0.001
C -2.21633 -0.83686 0.81894 0.00 -0.01 -0.04 -0.012
S -1.13918 -1.61711 -0.31363 0.00 0.03 0.06 0.480
H -5.00729 -2.47977 -1.79449 0.00 0.00 0.01 0.000
H -4.70984 -2.90071 -0.10802 0.00 0.00 0.00 0.000
H -3.35363 -2.66148 -1.22097 0.01 -0.01 -0.01 -0.009
H -4.43954 -0.06815 -2.61385 0.01 -0.01 -0.01 0.000
H -2.79688 -0.20182 -1.96894 0.01 0.02 0.00 -0.003
H -3.85497 1.11044 -1.43115 -0.01 0.00 0.00 0.001
H -6.39374 -0.61344 -1.21009 0.00 0.00 0.00 0.000
H -5.90313 0.64952 -0.09326 -0.01 0.01 -0.01 0.000
H -6.24560 -0.99665 0.49778 0.00 0.00 0.00 0.000
H -5.02749 0.35014 1.87095 -0.01 0.00 0.01 0.004
H -2.95500 0.51800 3.64054 0.00 0.01 -0.01 0.002
H -0.82908 -0.42006 3.98566 0.00 0.01 0.01 0.000
H -0.97097 -2.87112 3.78925 0.01 0.00 0.00 0.003
H 0.78678 -4.84516 3.08966 0.00 -0.01 0.00 0.004
H 3.61160 -2.80705 -0.11890 0.01 -0.01 0.00 -0.011
H 4.74562 -3.98760 0.51682 0.01 0.00 0.00 0.004
H 4.40199 -2.53914 1.45209 0.00 0.00 0.00 0.000
H 1.74801 -4.50106 -0.32748 0.00 0.00 0.00 0.006
H 1.48049 -5.69405 0.95323 0.00 0.00 0.00 0.000
H 2.99546 -5.69548 0.05448 0.00 0.00 0.00 0.000
H 3.89186 -4.15401 3.40046 0.00 0.00 0.00 0.000
H 4.32044 -5.45351 2.28500 0.00 0.00 0.00 0.000
H 2.79765 -5.52416 3.14897 -0.01 -0.01 0.00 0.000
H 1.16606 0.84010 4.56530 0.00 0.01 0.00 0.003
H 2.13651 3.29364 3.88168 0.00 0.00 0.01 0.003
H 1.34431 3.49916 -0.64704 -0.03 -0.04 -0.03 0.003
H 2.87986 3.41168 0.22972 0.00 0.02 0.01 -0.002
H 2.27669 4.97035 -0.34905 0.00 0.00 0.00 0.000
H -0.75485 4.37865 0.52584 0.00 0.00 0.00 -0.003
H 0.07785 5.92152 0.71624 0.00 0.00 0.00 0.001
H -0.59577 5.11329 2.13231 0.00 0.00 0.00 0.001
H 3.10630 4.68909 2.45016 0.00 0.00 0.00 0.000
H 1.64781 5.34993 3.23325 0.00 0.00 0.00 0.000
H 2.27548 6.07650 1.76414 0.00 0.00 0.00 0.000
Se 1.50282 -1.63960 -2.64828 0.01 0.05 -0.13 1.050
C 0.54332 -0.82539 -4.07348 0.11 -0.10 0.03 0.062
C 1.24537 -0.39890 -5.19244 -0.05 0.02 0.01 0.013
C 0.52852 0.26708 -6.17976 0.04 0.02 -0.06 -0.010
N -0.78188 0.48136 -6.12322 0.03 -0.02 0.01 0.049
C -1.44124 0.01477 -5.06708 -0.05 -0.01 0.02 -0.015
C -0.82915 -0.63356 -4.00465 -0.02 0.02 -0.06 0.018
H 2.30873 -0.56521 -5.30112 -0.01 0.00 0.01 -0.003
H 1.03841 0.63440 -7.06324 -0.01 0.00 0.01 -0.001
H -2.51444 0.17193 -5.06384 0.01 0.00 0.00 -0.001
H -1.40913 -0.99282 -3.16674 0.04 -0.01 -0.01 -0.016
N 0.32896 2.60615 -3.20766 0.04 -0.01 0.02 0.000
C 1.58512 2.21365 -2.91950 0.02 -0.02 -0.04 0.004
N 2.59573 2.80194 -3.58331 -0.03 -0.03 0.00 0.004
O 1.83126 1.31822 -2.08135 -0.02 0.01 -0.01 -0.006
H 0.14037 3.35513 -3.85086 0.00 0.01 0.00 0.000
H -0.40561 2.32178 -2.58416 -0.02 -0.01 0.00 0.001
H 2.45373 3.53868 -4.25075 0.00 0.02 0.00 0.001
H 3.53142 2.48620 -3.39998 0.01 0.00 0.00 -0.001
```
Positions in Å, forces in eV/Å.

- spin multiplicity = 6
- charge = +2
- expectation value of S² = 8.78

=====

3.
Formula: C27H42GeN2PPdS5Se
Source: the OMol25 dataset
Level of theory: ωB97M-V/def2-TZVPD

Geometry as XYZ:
```
80
Properties=species:S:1:pos:R:3:forces:R:3:lowdin_charge:R:1
Pd -0.13121 0.23003 0.41157 -0.34 0.00 0.28 0.169
C 1.98514 -2.34007 1.76330 -0.07 0.05 -0.04 -0.521
C 2.91490 -1.20491 1.35189 0.04 0.10 0.02 -0.450
S 2.16493 0.30041 0.63471 0.15 -0.23 -0.14 0.852
C 2.29975 1.54141 1.94074 0.06 0.08 -0.02 -0.482
C 1.46394 1.20674 3.14965 0.03 0.03 0.03 -0.477
S -0.28841 1.00262 2.67812 0.15 -0.16 -0.24 0.876
C -0.74197 -0.38122 3.76115 -0.11 0.14 0.04 -0.514
C -0.39053 -1.76433 3.25488 0.01 0.02 -0.40 -0.552
S 1.34841 -2.25912 3.45743 -0.02 -0.07 0.06 0.906
H 2.56542 -3.26214 1.70858 -0.03 -0.01 0.01 0.077
H 1.15212 -2.43435 1.06499 0.05 -0.02 0.02 0.043
H 3.59592 -1.54600 0.57168 -0.01 -0.03 0.00 0.080
H 3.52134 -0.87083 2.19450 0.05 0.00 -0.01 0.084
H 1.96557 2.46144 1.45232 0.02 -0.02 0.07 0.073
H 3.35303 1.66633 2.20020 -0.02 -0.04 -0.01 0.100
H 1.53372 2.00320 3.89142 -0.07 0.02 -0.01 0.095
H 1.79443 0.27285 3.60253 0.01 0.05 -0.01 0.032
H -1.82473 -0.29735 3.84123 0.01 -0.02 0.04 0.009
H -0.30221 -0.15693 4.73431 0.00 -0.04 0.01 0.091
H -0.63936 -1.83463 2.18554 -0.01 -0.04 0.33 0.024
H -1.01076 -2.49037 3.78191 0.07 -0.02 0.01 0.077
S -3.67707 -1.38858 2.37911 -0.16 0.13 0.26 0.360
P -3.91632 -0.24300 0.82131 0.17 0.17 -0.29 0.191
S -2.32273 0.88610 0.06619 -0.22 0.14 0.31 0.277
C -4.52404 -1.17804 -0.61175 -0.07 0.03 -0.11 -0.397
C -3.82966 -1.26589 -1.81182 0.03 0.11 0.00 -0.131
C -4.35960 -1.99021 -2.87173 -0.03 -0.02 0.03 -0.082
C -5.58598 -2.61966 -2.73791 -0.01 -0.02 0.01 -0.073
C -6.28602 -2.52993 -1.54049 0.00 -0.03 -0.04 -0.066
C -5.75889 -1.81414 -0.48234 0.05 -0.04 0.08 -0.082
C -5.14443 1.06316 1.06189 -0.07 -0.04 0.08 -0.403
C -5.52695 1.87454 -0.00549 0.07 -0.09 -0.08 -0.106
C -6.46876 2.86686 0.18738 -0.04 0.07 0.00 -0.072
C -7.03793 3.05162 1.44178 -0.01 0.01 -0.02 -0.070
C -6.66429 2.24337 2.50180 0.04 -0.03 0.01 -0.068
C -5.71531 1.24724 2.31467 0.02 0.05 -0.04 -0.098
H -2.88240 -0.75021 -1.92277 -0.04 -0.03 0.00 0.060
H -3.82069 -2.04723 -3.80710 0.04 0.01 -0.06 0.104
H -6.00534 -3.17246 -3.56669 -0.02 -0.03 -0.04 0.107
H -7.24392 -3.01738 -1.43437 -0.06 -0.03 0.00 0.109
H -6.30244 -1.75474 0.45256 -0.01 0.02 0.03 0.111
H -5.09367 1.72394 -0.98791 0.00 -0.01 -0.01 0.105
H -6.76676 3.49565 -0.64036 -0.01 0.01 -0.02 0.108
H -7.77993 3.82369 1.58890 -0.03 0.04 0.00 0.108
H -7.11226 2.38292 3.47539 -0.02 0.00 0.04 0.108
H -5.41558 0.60742 3.13206 0.00 -0.05 0.06 0.067
C -0.99855 4.75576 -3.56894 0.03 -0.01 -0.04 -0.224
Ge -1.03843 5.00896 -1.64064 0.05 0.02 0.01 0.751
C -2.83785 4.93463 -0.90907 -0.06 -0.03 -0.02 -0.204
C -0.14322 6.66444 -1.14354 -0.04 0.06 -0.01 -0.218
C -0.01465 3.55228 -0.75788 -0.14 -0.12 0.12 -0.567
Se -0.01007 1.85267 -1.74155 0.08 0.01 0.16 0.838
C 1.78038 2.04652 -2.46600 0.03 -0.01 -0.06 -0.372
H -1.70728 5.42806 -4.04881 -0.03 0.05 -0.01 0.025
H -1.26177 3.73592 -3.84126 -0.04 -0.06 -0.02 0.002
H -0.00769 4.97652 -3.96361 0.05 0.00 -0.04 0.021
H -3.55328 5.42603 -1.56552 -0.02 0.05 -0.04 0.025
H -2.86344 5.43452 0.05783 -0.01 0.00 0.06 0.028
H -3.15542 3.90266 -0.76656 -0.03 -0.08 0.01 -0.008
H -0.70050 7.52352 -1.51309 -0.03 0.05 -0.02 0.024
H 0.85896 6.70766 -1.56574 0.07 -0.01 -0.01 0.021
H -0.07047 6.75457 -0.06108 0.01 0.00 0.06 0.022
H -0.47220 3.35260 0.21803 0.10 0.01 -0.16 -0.003
H 1.02817 3.83230 -0.60720 0.02 -0.03 0.02 0.018
H 1.82622 2.98903 -3.00835 -0.01 -0.02 0.00 0.031
H 1.95429 1.22552 -3.15910 0.02 0.02 0.02 0.025
H 2.52274 2.02824 -1.67082 -0.01 0.00 -0.02 0.003
C -2.00300 -3.33197 0.09162 0.05 0.04 0.01 -0.021
C -1.12533 -2.77267 -0.96517 -0.13 -0.19 0.18 -0.395
N -0.26245 -1.77994 -0.85641 0.04 0.25 -0.17 0.020
C 0.36537 -1.68334 -2.08448 0.10 0.00 -0.03 -0.160
C -0.12302 -2.62099 -2.93193 -0.04 0.00 0.01 -0.068
N -1.06943 -3.30246 -2.20466 0.10 -0.02 -0.06 0.116
H -2.33073 -2.55656 0.78664 0.14 -0.20 -0.13 -0.038
H -1.47116 -4.10010 0.65713 0.01 -0.02 0.03 0.097
H -2.89601 -3.78323 -0.34181 0.01 0.01 -0.01 0.092
H 1.13462 -0.95218 -2.26857 -0.01 0.00 -0.02 0.076
H 0.10189 -2.85809 -3.95338 0.04 -0.01 -0.09 0.116
H -1.63538 -4.07074 -2.52763 0.02 0.06 0.02 0.167
```
Positions in Å, forces in eV/Å.

- spin multiplicity = 1
- charge = +1

=====

| no. | E_tot (a.u.) |
| --- | --- |
| 1 | -2912.11643 |
| 2 | -5346.91954 |
| 3 | -8101.96190 |